1.
The following is a DFT calculation (ωB97M-V/def2-TZVPD) of C27H24Cl2I2N6OSTi as an isolated structure.

Spin multiplicity: 1
Charge: 0
Gap between HOMO and LUMO (spin up / spin down): 0.22445 / 0.22288 Eh

Geometry (Å):
Ti: -0.12974 0.01322 0.40600
I: -1.25444 1.78803 -6.68993
C: -1.07608 0.82032 -4.85022
C: -0.25964 -0.28922 -4.72997
C: -0.13718 -0.91570 -3.49864
I: 1.14223 -2.55138 -3.31820
C: -0.81558 -0.45672 -2.36353
O: -0.67288 -1.02908 -1.17193
C: -1.64139 0.67436 -2.51600
C: -2.34707 1.21236 -1.30631
N: -1.38814 1.73852 -0.30567
C: -0.63179 2.90467 -0.75694
C: 0.70894 2.50107 -1.30283
C: 1.44902 3.36186 -2.09578
C: 2.67852 2.94560 -2.57446
C: 3.12621 1.67536 -2.24595
C: 2.33334 0.88094 -1.44079
N: 1.14428 1.28287 -0.97125
C: -1.76437 1.29810 -3.74573
H: 0.28736 -0.66539 -5.58311
H: -3.04353 2.00086 -1.60792
H: -2.91230 0.42578 -0.80434
H: -1.90997 1.98803 0.53010
H: -1.17935 3.46270 -1.52357
H: -0.48621 3.57233 0.09518
H: 1.05221 4.33852 -2.33972
H: 3.27372 3.59776 -3.19981
H: 4.07272 1.29627 -2.60299
H: 2.64942 -0.11676 -1.16774
H: -2.40498 2.16664 -3.83941
N: -2.62098 2.02631 3.42437
C: -1.61680 1.34855 2.75668
S: -2.03787 -0.16304 1.98656
N: -0.44655 1.90407 2.70252
N: 0.43115 1.14977 1.94988
C: 1.74472 1.12867 2.29974
C: 2.34945 2.11954 3.21359
C: 3.08892 1.72200 4.32438
C: 3.66966 2.66336 5.16369
C: 3.50940 4.01670 4.90872
C: 2.76063 4.42431 3.81137
C: 2.18513 3.48412 2.97376
C: 2.43162 0.06401 1.72180
C: 3.82867 -0.19872 1.84729
C: 4.36326 -1.32266 1.31060
C: 3.52158 -2.23670 0.60813
C: 2.21209 -1.93000 0.44727
N: 1.64003 -0.79054 0.95274
H: -3.38498 1.44969 3.73580
H: -2.28222 2.68650 4.10846
H: 3.19608 0.66573 4.53816
H: 4.23933 2.33658 6.02437
H: 3.95915 4.75154 5.56396
H: 2.62651 5.47967 3.60946
H: 1.59361 3.80026 2.12354
H: 4.44371 0.51450 2.37767
H: 5.42158 -1.52523 1.41062
H: 3.91254 -3.15318 0.18966
H: 1.54670 -2.56966 -0.11667
Cl: -3.32173 -4.07772 -0.60487
C: -1.56109 -3.94036 -0.49678
Cl: -1.02883 -3.47451 1.12640
H: -1.23502 -3.16232 -1.17447
H: -1.12799 -4.90441 -0.73439

Force components x, y, z for each atom (eV/Å):
0.257 0.040 0.330
0.001 -0.003 0.008
-0.017 0.027 -0.018
0.034 -0.035 -0.011
-0.004 -0.026 0.073
-0.009 0.004 0.003
0.012 -0.066 -0.003
0.028 0.142 -0.107
0.015 -0.037 0.008
-0.031 0.026 -0.008
-0.003 -0.030 0.090
0.034 0.046 -0.053
-0.029 0.001 -0.022
0.028 0.000 -0.049
-0.004 -0.041 0.025
-0.037 0.034 -0.009
0.004 -0.019 -0.013
0.004 -0.023 0.099
-0.026 0.020 -0.013
-0.001 -0.006 0.001
0.005 0.000 0.008
-0.015 -0.013 -0.001
-0.042 0.009 -0.037
-0.011 0.028 0.031
0.036 -0.045 0.043
0.002 -0.001 -0.008
-0.002 0.000 -0.002
0.003 0.001 0.000
0.006 0.011 0.009
0.000 0.005 0.004
0.016 0.002 -0.027
-0.075 -0.025 0.011
0.047 0.010 -0.034
0.093 -0.014 -0.007
-0.095 -0.199 -0.238
0.052 -0.001 -0.059
-0.065 0.003 -0.016
0.012 0.001 0.019
-0.004 -0.001 -0.010
0.000 -0.004 -0.001
-0.006 -0.001 -0.009
0.011 -0.002 0.023
-0.149 0.048 -0.001
0.079 -0.112 -0.036
0.027 0.051 0.038
-0.034 0.008 -0.013
0.029 0.023 0.031
-0.171 0.173 -0.032
0.003 -0.002 0.004
0.004 -0.004 0.007
-0.002 -0.002 0.000
0.001 -0.001 -0.001
0.000 0.000 0.000
-0.001 -0.001 0.001
0.002 0.002 0.000
0.000 0.009 0.002
-0.003 -0.004 -0.009
0.005 0.000 0.005
-0.018 -0.006 -0.001
-0.011 0.011 -0.006
-0.006 -0.047 -0.007
0.031 0.037 -0.012
0.005 0.001 -0.013
-0.014 -0.003 0.011


2.
The following is a DFT calculation (ωB97M-V/def2-TZVPD) of C27H24Cl2N5O4S2Ti as an isolated structure.

Spin multiplicity: 1
Charge: +1
Gap between HOMO and LUMO: 0.25135 Eh

Geometry (Å):
Ti: -0.40349 0.69666 -0.82136
Cl: -0.73656 2.43142 5.82008
C: -0.16342 2.16919 4.21160
C: -1.01011 1.52742 3.31117
C: -0.56742 1.28190 2.02132
N: -1.27542 0.62962 0.97419
C: -2.52818 0.11072 1.16989
O: -3.13104 0.01408 2.21692
C: -3.15750 -0.37571 -0.10849
C: -4.43114 -0.90836 -0.11283
C: -4.96895 -1.30143 -1.32816
C: -4.21720 -1.14144 -2.48147
C: -2.94580 -0.60141 -2.38639
N: -2.42082 -0.23447 -1.21494
C: 0.70290 1.72320 1.64131
C: 1.53520 2.37057 2.52710
C: 1.10404 2.58437 3.83112
Cl: 2.16871 3.38211 4.93054
N: 1.03806 1.48806 0.28298
C: 2.20444 0.88324 -0.12244
O: 2.46135 0.83965 -1.32302
C: 3.10345 0.16611 0.84637
C: 4.47628 0.26234 0.66422
C: 5.29613 -0.44645 1.53014
C: 4.70352 -1.23070 2.50674
C: 3.31721 -1.27642 2.58325
N: 2.51847 -0.58362 1.77691
H: -1.98284 1.20448 3.63871
H: -4.96169 -0.98969 0.82490
H: -5.96768 -1.71437 -1.37809
H: -4.60402 -1.41485 -3.45272
H: -2.33410 -0.42833 -3.26078
H: 2.51112 2.72155 2.22043
H: 4.87438 0.88071 -0.12774
H: 6.37273 -0.38847 1.44267
H: 5.29883 -1.79942 3.20746
H: 2.83143 -1.89160 3.33168
O: -1.20908 2.40297 -1.15096
N: -0.78135 3.24282 -2.10604
C: -0.94972 4.56026 -1.86897
C: -0.56870 5.46443 -2.81970
C: -0.01737 4.98556 -4.01362
C: 0.13964 3.63709 -4.21588
C: -0.24859 2.71921 -3.23036
S: -0.08015 1.00855 -3.31408
H: -1.38633 4.78985 -0.90964
H: -0.69987 6.51798 -2.62678
H: 0.29424 5.67928 -4.78236
H: 0.57128 3.24858 -5.12628
C: -0.46560 -3.51740 -2.95116
C: 0.03386 -3.67229 -1.52472
S: 1.12391 -2.38874 -0.94124
O: 0.25736 -1.11620 -1.02258
C: 2.26727 -2.18717 -2.29570
C: 3.19143 -3.39082 -2.42051
H: -1.39844 -4.06641 -3.06805
H: 0.25084 -3.91036 -3.67065
H: -0.66353 -2.47357 -3.19355
H: 0.60402 -4.59241 -1.36775
H: -0.77025 -3.67649 -0.78622
H: 2.79744 -1.26966 -2.03520
H: 1.68154 -1.99336 -3.19536
H: 3.70329 -3.60842 -1.48268
H: 3.95423 -3.16941 -3.16525
H: 2.66394 -4.28683 -2.74799

Force components x, y, z for each atom (eV/Å):
-0.097 -0.040 -0.701
0.025 0.008 -0.035
-0.102 -0.027 0.049
0.100 -0.041 0.097
-0.101 0.022 -0.133
0.038 0.160 0.019
0.070 -0.048 0.096
-0.052 0.000 -0.022
0.141 0.018 0.044
0.012 -0.009 -0.070
-0.057 -0.008 0.048
0.103 0.032 -0.033
-0.028 -0.023 0.009
0.047 0.166 0.241
0.183 -0.050 -0.234
-0.108 0.089 0.097
0.105 0.024 -0.086
-0.032 -0.017 0.008
-0.068 -0.817 0.298
-0.150 0.260 0.064
-0.035 -0.036 0.108
0.103 0.216 -0.070
0.011 -0.078 0.126
-0.065 0.008 -0.009
0.017 0.011 0.007
0.008 -0.010 0.023
-0.006 -0.039 -0.032
-0.005 0.005 0.003
-0.007 0.001 -0.003
0.003 -0.008 0.002
-0.022 -0.012 0.010
-0.006 -0.030 -0.014
0.003 -0.004 -0.005
0.000 -0.001 -0.016
0.004 0.000 0.006
0.011 -0.001 -0.008
-0.029 0.014 -0.009
0.032 0.342 0.095
-0.189 -0.117 0.159
0.073 -0.009 -0.195
-0.039 -0.045 0.073
0.000 0.067 -0.004
-0.003 -0.121 -0.023
0.020 -0.035 -0.081
0.021 0.148 0.197
0.003 0.029 0.000
0.020 0.011 -0.040
-0.006 0.014 0.007
0.002 0.004 0.001
-0.032 -0.008 0.005
-0.030 -0.207 -0.059
0.089 0.451 0.302
0.018 -0.309 -0.114
0.051 -0.041 -0.132
0.019 0.012 -0.032
0.017 -0.029 -0.032
-0.002 0.023 -0.006
-0.049 0.043 0.028
-0.054 -0.017 -0.029
-0.007 0.047 -0.019
0.039 0.004 -0.016
0.033 0.002 0.011
-0.021 0.011 0.016
-0.006 -0.003 -0.002
-0.015 0.000 0.015


3.
The following is a DFT calculation (ωB97M-V/def2-TZVPD) of C27H24ClFIrN2O7S2 as an isolated structure.

Spin multiplicity: 2
Charge: 0
Gap between HOMO and LUMO (spin up / spin down): 0.22184 / 0.24927 Eh
Expectation value of S²: 0.7536

Geometry (Å):
Ir: -0.22467 0.18235 -0.57557
O: -0.30564 0.18070 1.47866
N: 0.86191 0.32052 2.13740
C: 0.74422 0.59540 3.45606
C: 1.84092 0.70848 4.25650
C: 3.10684 0.53718 3.67759
C: 3.20485 0.27677 2.33965
C: 2.06213 0.17282 1.51633
S: 2.15352 -0.11354 -0.15953
H: -0.27616 0.71585 3.78550
H: 1.71666 0.93269 5.30497
H: 3.99990 0.61793 4.28244
H: 4.16314 0.14767 1.85784
C: 2.64280 4.31849 -5.91923
C: 1.12111 4.25977 -5.98346
C: 0.57709 4.08592 -7.39447
C: 0.99982 2.74253 -7.97157
C: 0.66142 1.62440 -7.02064
C: 0.50497 0.33368 -7.47444
C: 0.17917 -0.68749 -6.58896
F: 0.04434 -1.93098 -7.08401
C: -0.01143 -0.46448 -5.25588
C: 0.13441 0.84181 -4.77034
C: -0.05664 1.09506 -3.34315
O: -0.33634 0.10405 -2.62003
C: 0.08223 2.44069 -2.90329
C: 0.41817 3.38805 -3.83327
N: 0.62383 3.16065 -5.13502
C: 0.47858 1.87859 -5.64697
C: -0.17698 3.00251 -1.51002
O: -0.21968 4.21970 -1.40212
O: -0.38499 2.19769 -0.52987
H: 3.01783 5.10816 -6.57135
H: 3.08801 3.37224 -6.22834
H: 2.97326 4.52707 -4.90173
H: 0.70771 5.17297 -5.55423
H: 0.93517 4.90641 -8.01669
H: -0.51321 4.14857 -7.36327
H: 2.07420 2.74124 -8.17468
H: 0.50532 2.56632 -8.92733
H: 0.62696 0.09956 -8.52462
H: -0.26646 -1.26350 -4.57490
H: 0.51551 4.41163 -3.49239
C: -1.39911 -2.79514 1.72541
S: -1.60600 -2.79866 -0.02576
O: -2.96968 -2.05685 -0.24536
O: -1.80637 -4.12103 -0.50749
O: -0.50705 -2.04433 -0.58745
H: -2.31367 -3.16069 2.18635
H: -1.13457 -1.78568 2.04076
H: -0.57159 -3.47331 1.92404
Cl: -8.43838 -0.72001 3.16438
C: -6.92623 -0.70370 2.31324
C: -5.74380 -0.63227 3.02957
C: -4.54091 -0.62009 2.33982
C: -4.51550 -0.67567 0.95229
C: -3.20996 -0.68971 0.21851
C: -5.71633 -0.73927 0.25405
C: -6.92542 -0.75649 0.92751
H: -5.76871 -0.58318 4.10909
H: -3.61000 -0.55352 2.89111
H: -3.22534 -0.06685 -0.67393
H: -2.39179 -0.35432 0.85566
H: -5.70517 -0.77985 -0.82837
H: -7.86192 -0.80662 0.39012

Force components x, y, z for each atom (eV/Å):
-0.273 0.036 -0.135
-0.080 0.036 -0.093
0.128 0.040 0.048
0.041 0.006 0.024
-0.053 0.006 0.031
0.025 -0.018 -0.068
0.042 0.023 0.111
-0.125 -0.001 -0.148
0.206 -0.051 0.034
-0.001 0.008 0.012
-0.012 0.000 -0.003
0.001 0.001 -0.001
-0.006 0.003 -0.006
-0.009 -0.003 0.004
0.004 0.016 -0.022
0.001 -0.003 0.010
-0.004 0.007 -0.003
-0.004 -0.039 -0.056
0.008 0.052 -0.006
-0.015 -0.033 0.057
-0.001 0.001 -0.002
0.002 0.012 -0.026
0.001 0.001 -0.049
0.002 0.107 0.030
0.071 -0.029 0.141
0.019 -0.047 0.046
0.021 -0.014 -0.078
-0.006 0.026 0.067
-0.010 -0.045 0.047
-0.172 -0.034 -0.024
0.083 0.019 0.010
0.173 -0.207 0.047
-0.002 0.002 0.003
0.004 0.002 -0.002
0.002 -0.006 0.001
0.001 0.001 -0.005
0.002 0.000 0.001
0.000 -0.001 0.001
0.000 0.001 0.003
0.003 -0.001 0.000
0.001 0.007 -0.001
0.002 -0.006 -0.006
0.002 0.000 0.002
-0.004 -0.065 -0.044
-0.142 -0.064 0.292
-0.011 -0.103 -0.078
0.031 0.055 0.019
0.225 0.289 -0.234
-0.004 -0.014 -0.008
-0.042 -0.007 -0.033
0.017 -0.007 0.005
-0.024 0.000 0.014
0.031 0.000 -0.018
-0.015 0.001 -0.003
0.010 0.011 0.000
0.008 -0.008 -0.007
-0.040 0.069 0.103
-0.003 -0.013 0.004
-0.010 0.001 0.007
-0.001 0.001 0.001
0.005 0.003 -0.006
-0.014 0.004 -0.004
-0.091 -0.027 -0.005
-0.002 -0.001 0.000
-0.002 0.001 0.001


4.
The following is a DFT calculation (ωB97M-V/def2-TZVPD) of C27H24CrIN3S as an isolated structure at a distorted geometry.

Spin multiplicity: 2
Charge: -1
Gap between HOMO and LUMO (spin up / spin down): 0.21718 / 0.21485 Eh
Expectation value of S²: 0.8251

Geometry (Å):
Cr: 0.00933 -0.14620 0.07531
C: -2.86590 3.79862 2.84088
C: -2.41112 2.91787 3.81748
C: -1.48877 1.92843 3.51070
C: -0.99992 1.79463 2.20645
C: -1.44631 2.69363 1.23610
C: -2.37312 3.67691 1.54835
N: -0.09258 0.78183 1.82177
N: 0.60588 0.27368 2.84165
C: 1.52698 -0.59883 2.44235
C: 2.17286 -1.42113 3.41632
C: 3.02723 -2.40377 3.03604
C: 3.33009 -2.62410 1.65454
C: 2.81230 -1.80586 0.70604
C: 1.90506 -0.74635 1.04540
H: -3.58928 4.56639 3.08484
H: -2.78662 2.99816 4.83147
H: -1.13676 1.23919 4.26391
H: -1.05249 2.60890 0.23170
H: -2.71031 4.35504 0.77147
H: 1.92948 -1.24628 4.45861
H: 3.48519 -3.03741 3.78766
H: 3.98213 -3.44078 1.36645
H: 3.06500 -1.94560 -0.33673
S: -4.25546 0.61991 -1.07546
C: -4.32115 -0.33019 0.35368
C: -3.08464 -0.66482 0.81220
C: -2.00593 -0.18678 -0.00671
C: -2.51978 0.52221 -1.06189
C: -1.62205 1.09937 -2.02270
C: -1.98932 1.69934 -3.23337
C: -1.01436 2.13214 -4.10039
C: 0.32417 1.95753 -3.75670
C: 0.61470 1.37844 -2.54155
N: -0.31876 0.97555 -1.67583
H: -5.28243 -0.56358 0.79072
H: -2.94008 -1.23560 1.72301
H: -3.04187 1.78427 -3.47509
H: -1.28310 2.58376 -5.04767
H: 1.12575 2.25986 -4.41841
H: 1.63385 1.20657 -2.23256
C: 2.28787 4.02553 0.06889
C: 3.28896 2.89839 -0.22189
C: 4.51636 3.04754 0.69224
C: 3.73364 2.96091 -1.68919
C: 2.65795 1.60550 0.09415
C: 2.12716 0.54495 0.33376
H: 2.76405 4.99933 -0.08454
H: 1.93155 3.96422 1.09823
H: 1.42118 3.95082 -0.59174
H: 5.00292 4.01088 0.50809
H: 5.23563 2.24794 0.50463
H: 4.21761 2.99780 1.74052
H: 4.26711 3.89803 -1.87698
H: 2.87275 2.91919 -2.35792
H: 4.39856 2.12753 -1.92673
I: 0.10502 -2.38092 -1.50529

Force components x, y, z for each atom (eV/Å):
0.151 -0.247 0.867
0.053 -0.070 0.036
0.034 -0.008 -0.076
0.028 -0.002 0.008
0.171 -0.235 -0.058
-0.054 0.026 -0.023
0.034 -0.018 -0.044
-0.437 0.714 -0.855
0.342 -0.623 0.073
-0.436 0.451 0.014
0.181 -0.230 0.064
-0.097 0.090 0.201
-0.044 0.035 -0.233
0.199 -0.198 0.066
-0.429 0.554 -0.496
-0.007 0.001 0.002
0.009 -0.009 -0.003
0.005 -0.006 0.024
0.012 0.017 -0.006
0.015 -0.027 0.024
-0.001 -0.009 -0.048
-0.003 0.011 -0.013
-0.033 0.023 0.031
-0.005 0.025 -0.021
0.037 -0.023 -0.084
-0.006 0.088 0.041
0.084 -0.062 -0.010
-0.136 -0.229 0.022
-0.107 0.150 -0.032
-0.063 -0.027 0.009
-0.128 -0.019 0.060
0.031 0.005 -0.031
0.005 0.055 -0.067
0.065 -0.066 0.019
-0.126 0.045 0.169
0.074 0.005 -0.009
-0.007 0.009 -0.077
0.048 0.013 -0.011
-0.013 0.004 0.014
-0.032 -0.019 0.033
0.023 -0.050 0.032
-0.018 0.019 0.007
-0.075 0.007 0.099
0.001 0.024 0.009
0.029 -0.027 0.000
-0.009 0.108 -0.561
0.752 -0.295 0.864
-0.025 -0.049 -0.009
-0.002 0.011 -0.023
0.020 -0.005 0.024
-0.027 -0.053 0.007
-0.019 0.032 0.005
0.016 0.008 -0.030
-0.034 -0.045 0.027
0.068 0.045 0.016
-0.021 0.037 0.002
-0.090 0.037 -0.051


no.,energy (eV)
1,-114577.01734
2,-113857.69427
3,-85450.08749
4,-80214.88010